A 4-piece molecular cluster, C7H20BrO5S overall in a non-equilibrium geometry. Source: OMol25; level of theory: wB97M-V/def2-TZVPD.

Element x y z (Å)
Br (0.80, 0.03, 2.38)
C (-1.02, -3.06, -0.72)
C (0.09, -2.23, -1.33)
O (1.06, -1.87, -0.38)
H (-1.62, -3.49, -1.51)
H (-1.59, -2.47, 0.00)
H (-0.62, -3.95, -0.24)
H (-0.30, -1.37, -1.88)
H (0.48, -2.83, -2.15)
H (0.65, -1.38, 0.34)
C (-3.31, -0.65, 1.32)
C (-2.87, -1.69, 2.37)
O (-2.11, -0.99, 3.33)
H (-4.04, 0.07, 1.69)
H (-3.86, -1.03, 0.45)
H (-2.46, -0.14, 0.87)
H (-2.40, -2.58, 1.95)
H (-3.75, -1.99, 2.95)
H (-1.29, -0.65, 2.95)
O (3.44, -0.24, -0.36)
S (3.26, 1.18, -0.80)
O (4.04, 1.69, -1.91)
O (1.65, 1.39, -1.04)
C (1.18, 2.69, -1.44)
C (-0.26, 2.43, -1.85)
C (3.45, 2.26, 0.74)
H (1.68, 3.02, -2.35)
H (1.25, 3.46, -0.68)
H (-0.88, 3.32, -1.95)
H (-0.83, 1.94, -1.05)
H (-0.35, 1.83, -2.76)
H (4.51, 2.48, 0.87)
H (3.09, 1.62, 1.54)
H (2.92, 3.21, 0.63)

Summary:
Energy above the lowest of the compared OMol25 structures with the same formula, charge and spin: 1.461 eV
LUMO energy: 2.87 eV
Gap between HOMO and LUMO: 7.485 eV
Highest occupied orbital energy: -4.610 eV
Multiplicity: 1
Net charge: -1

Which charges does Mulliken predict for the atoms? In e, they are: atom 1 (Br): -0.78, atom 2 (C): -0.52, atom 3 (C): -0.28, atom 4 (O): -0.32, atom 5 (H): 0.40, atom 6 (H): -0.26, atom 7 (H): 0.28, atom 8 (H): 0.18, atom 9 (H): 0.33, atom 10 (H): 0.11, atom 11 (C): -0.77, atom 12 (C): -0.23, atom 13 (O): -0.45, atom 14 (H): 0.33, atom 15 (H): 0.34, atom 16 (H): 0.02, atom 17 (H): 0.21, atom 18 (H): 0.28, atom 19 (H): 0.14, atom 20 (O): -0.53, atom 21 (S): 1.00, atom 22 (O): -0.64, atom 23 (O): -0.08, atom 24 (C): -0.13, atom 25 (C): -1.15, atom 26 (C): -0.75, atom 27 (H): 0.28, atom 28 (H): 0.27, atom 29 (H): 0.41, atom 30 (H): 0.18, atom 31 (H): 0.30, atom 32 (H): 0.35, atom 33 (H): 0.16, atom 34 (H): 0.31